Molecular formula: C37H75BrClNO10Si2
Method: DFT, ωB97M-V/def2-TZVPD

Properties
LUMO energy ... 0.52 eV
Energy ... -5875.3099 hartree
HOMO ... -9.27 eV
Kohn-Sham gap ... 0.3596 Ha

```
! RIJCOSX wB97M-V def2-TZVPD def2/J DEFGRID3
* xyz 0 1
Br 3.189 5.626 1.250
H -6.849 -8.827 1.337
H -1.217 -2.725 1.053
H 4.838 -0.606 0.699
C 4.822 -6.228 -0.771
O 1.718 5.236 -1.017
H -4.138 5.600 -1.082
H -0.627 4.251 -1.739
H -3.205 -4.167 -1.259
H 2.814 -6.783 -2.708
H 5.210 -5.571 0.005
O 4.213 -4.189 -1.824
C -5.457 8.994 3.128
H -4.855 6.689 4.687
H -5.544 -3.233 3.784
H -1.955 5.076 -2.570
C -4.931 7.628 2.760
H 9.826 5.749 2.551
O -3.264 -3.885 4.581
H -2.087 -3.421 2.412
C -7.781 -7.381 2.615
O -2.157 3.556 0.100
C 4.220 -5.399 -1.875
C -4.180 -5.631 5.910
C -3.907 -2.133 -1.129
H -4.323 -1.717 -0.210
H 4.061 -6.878 -0.335
Si 2.392 1.921 0.046
C 1.339 3.455 0.452
H -2.652 -1.898 1.779
H 4.694 4.091 -1.407
O 9.647 4.233 0.568
C -3.496 5.500 -0.205
H 5.819 -1.905 -0.062
H -5.961 9.430 2.268
H 7.766 2.581 0.579
H -9.799 -7.412 3.305
H -3.139 -5.811 6.176
H -6.254 -3.784 5.313
H 0.212 0.865 -5.015
C 2.967 0.180 -4.567
H -1.555 0.922 -3.354
O 5.202 -1.641 -2.382
H -0.608 1.137 1.156
O -3.074 -3.611 0.658
H 2.860 0.076 -5.652
H 5.224 3.825 -3.087
H 1.046 -0.118 0.031
C 5.495 -0.872 -0.129
C 0.512 0.704 -3.974
H -9.350 -8.810 2.312
C -0.711 0.262 -3.144
H 2.148 -0.204 1.375
C 1.665 -0.291 -3.899
C -2.211 -2.856 1.490
O 2.419 1.607 -1.574
C -4.196 6.863 3.835
H 1.281 3.459 1.542
C -9.237 -7.731 2.430
C 4.798 -0.600 -1.492
C 1.957 4.744 -0.006
O -7.387 -6.829 3.617
C 8.863 4.170 1.486
H -0.557 1.322 3.254
N 0.361 1.004 2.942
H -3.127 6.480 0.094
H -0.944 5.957 -1.392
H 0.331 3.348 0.055
H 6.361 -0.217 -0.038
H -4.739 -2.539 -1.704
H -4.633 9.645 3.422
C 5.250 0.723 -2.145
H 5.640 -6.833 -1.163
C -5.630 -4.077 4.467
C -6.838 -7.748 1.495
H 3.714 -0.630 -1.330
H 6.772 3.697 1.533
H 4.739 -2.450 -2.102
H -4.586 -6.529 5.442
H -3.318 7.424 4.159
H -2.485 -0.544 -1.241
Si 3.829 1.950 -2.478
H 8.069 5.689 2.775
H -4.078 5.083 0.610
H -3.977 -0.266 -2.120
C -2.340 4.586 -0.518
H -1.912 -2.990 -0.953
H 5.688 0.509 -3.118
C -2.567 -1.491 -3.229
C -4.258 -4.470 4.948
H -2.720 -2.570 -3.317
C -1.067 -1.224 -3.321
C -3.211 -1.014 -1.909
C -2.943 -3.264 -0.708
H 3.606 4.378 -2.820
H -5.828 -7.440 1.757
H 1.408 -1.256 -4.334
H -6.170 8.911 3.950
H -3.873 5.902 3.439
C 1.473 0.471 0.848
H 9.118 4.500 3.591
H 2.527 2.328 -4.538
H 4.212 1.928 -4.892
O -5.090 7.165 1.653
H 1.841 -0.478 -2.835
C 4.385 3.748 -2.392
H 4.394 -6.738 -3.536
C 8.973 5.086 2.682
H -0.756 -1.523 -4.322
C -1.408 4.999 -1.629
C 3.343 1.650 -4.289
H -9.635 -7.222 1.550
H -4.742 -5.404 6.817
H -0.513 -1.799 -2.578
H -0.431 0.461 -2.105
H 3.230 -5.420 -3.764
H -7.134 -7.239 0.576
H 5.965 1.224 -1.495
H -6.089 -4.914 3.940
H -3.092 -1.031 -4.065
H 7.822 2.505 2.349
Cl 4.255 2.251 0.903
C 3.626 -6.137 -3.047
H 3.778 -0.488 -4.279
C 7.729 3.173 1.491
H 0.822 1.654 -3.549
C 0.320 0.910 1.693
*
```

Molecular formula: C33H54O33
Method: DFT, ωB97M-V/def2-TZVPD

Properties
LUMO energy ... 0.24 eV
Energy ... -3772.8291 hartree
ΔE to the lowest compared entry with this formula, charge and spin ... 0.0 kcal per mole
HOMO ... -10.13 eV
Kohn-Sham gap ... 0.3812 Ha

```
! RIJCOSX wB97M-V def2-TZVPD def2/J DEFGRID3
* xyz 0 1
O 3.415 2.841 -1.770
C -1.672 -3.066 -5.266
C -2.062 -2.500 1.735
O -3.423 0.863 4.616
H 6.134 1.225 -0.515
O -1.026 -2.286 -3.171
O 4.775 -0.236 0.104
C 5.948 -0.816 -4.217
H -2.380 0.848 0.909
C -1.439 -0.924 7.235
O 1.514 -2.729 -6.356
H 2.721 -3.444 -0.693
C -3.229 -1.937 -0.051
C -4.543 1.513 4.982
O -2.587 -3.076 -0.391
O -1.137 -4.117 -4.421
C 1.402 0.835 -0.331
O -3.284 4.220 2.366
C -3.793 2.245 -1.967
H 1.955 -1.247 -0.600
H 5.652 -1.234 -5.182
H 2.477 0.996 -0.403
O -5.398 3.411 2.213
C -4.062 3.320 2.176
C 6.102 0.249 -0.039
H 2.191 5.473 -3.195
H -2.750 -2.228 9.881
H 6.911 -1.170 -3.845
O -3.754 2.110 1.742
O 5.745 -0.717 2.028
C 1.676 -0.235 -3.840
H 3.913 -4.542 -1.353
C 0.485 0.095 1.610
O 3.268 3.788 -3.759
C -3.025 3.308 5.295
H -2.070 2.594 0.657
H -4.202 1.662 -1.143
H 1.057 -4.577 -5.454
O 0.871 1.214 0.947
C 4.577 -2.431 -3.134
O -4.359 2.770 5.323
H -0.583 -2.984 0.284
C -0.392 0.802 6.025
C 1.859 -3.847 -5.519
H 2.578 -4.034 -2.371
C 4.611 -0.815 1.311
H 3.923 5.295 -2.692
C 1.062 -0.642 -0.458
C -3.527 -0.370 3.908
H -2.546 3.113 4.338
C 2.947 4.804 -2.795
H -3.117 4.389 5.365
O 0.904 -0.609 -6.442
O 0.562 -0.990 0.844
C -1.671 2.270 -2.769
C 3.767 2.745 -3.085
C -1.566 -3.354 0.574
O -0.391 -4.317 -2.352
O -2.379 1.554 -3.664
H -2.473 2.897 6.135
H -1.205 -2.236 2.353
H -0.331 0.350 5.039
H 1.560 3.735 -1.442
C -5.901 4.636 2.699
H -4.361 3.146 -2.200
H -0.498 1.882 6.015
H 2.931 4.577 -0.696
H -1.030 -2.192 9.500
H -1.413 -4.371 0.927
O 3.945 -2.500 -1.963
C -2.424 1.836 1.356
O -4.042 -1.385 -0.730
H 2.756 -4.279 -5.960
O -5.615 0.969 4.986
H 0.675 0.067 -3.528
H -2.706 -3.131 2.356
H -4.008 -0.312 2.934
H -2.511 -0.686 3.670
H -6.959 4.699 2.428
H 0.902 1.393 -1.123
O -1.413 0.364 6.930
O 4.275 1.795 -3.587
H 2.096 0.577 -4.443
O 3.666 -1.451 1.659
O -2.771 -1.461 1.104
H -1.506 -1.021 -4.687
H 2.329 -0.192 -2.967
H -3.941 -1.027 4.673
O -0.510 2.513 -2.877
O 4.827 -3.336 -3.891
H -3.828 0.285 -2.910
C -1.894 -1.944 -4.252
H 0.558 0.618 6.536
C 2.616 3.988 -1.559
H 7.714 -0.343 1.421
H 0.336 -0.790 -1.256
H -6.009 4.711 3.785
O 0.037 0.120 2.721
C -3.715 1.330 -3.204
C 1.360 -1.512 -5.819
H -5.378 5.493 2.283
O 4.964 -1.166 -3.258
H -2.148 -3.168 8.453
O -2.269 -1.131 8.258
C -2.028 -2.283 9.072
O 1.755 -1.440 -4.554
H 6.632 -0.441 -0.704
H -2.526 -3.428 -5.829
H 2.140 -3.553 -4.514
C 6.715 0.075 1.366
O -0.664 -1.765 6.826
O -2.458 2.635 -1.739
H -1.675 1.825 2.151
H -2.923 -1.755 -3.955
H 5.966 0.255 -4.396
C -0.817 -3.617 -3.220
H 6.734 1.063 1.837
C 3.268 -3.697 -1.598
H -0.880 -2.813 -5.969
H -4.554 1.513 -3.873
*
```

Molecular formula: C2H3N2O2
Method: DFT, ωB97M-V/def2-TZVPD

Properties
LUMO energy ... -5.22 eV
Energy ... -337.7007 hartree
ΔE to the lowest compared entry with this formula, charge and spin ... 23.5 kcal per mole
HOMO ... -16.44 eV
Kohn-Sham gap ... 0.4123 Ha

```
! RIJCOSX wB97M-V def2-TZVPD def2/J DEFGRID3
* xyz 1 1
H 0.546 -1.737 -0.828
O 0.778 0.628 2.210
H -2.117 0.633 1.158
N 0.312 -0.731 -0.866
C -0.133 0.389 1.534
O 1.418 0.939 -2.187
H -0.551 -0.415 -0.318
C 0.897 0.079 -1.641
N -1.151 0.215 0.938
*
```

Molecular formula: C53H48Br3N7O2P2Pr
Method: DFT, ωB97M-V/def2-TZVPD

Properties
LUMO energy (alpha / beta) ... -8.25 / -7.67 eV
Energy ... -11503.2995 hartree
HOMO (alpha / beta) ... -14.10 / -14.10 eV
<S²> ... 2.00
Kohn-Sham gap (alpha / beta) ... 0.2149 / 0.2363 Ha

```
! RIJCOSX wB97M-V def2-TZVPD def2/J DEFGRID3
* xyz 3 3
C 2.038 -2.817 -1.835
H 3.313 1.506 -1.270
C -1.452 2.678 1.598
H 0.027 -10.038 -0.010
N 2.391 0.761 0.518
H 4.777 -2.511 3.745
C 2.850 0.699 1.775
H 3.228 3.867 4.942
C 4.686 -2.357 2.680
P -1.702 -2.482 0.033
H 0.678 -3.743 1.686
C 3.341 -2.380 0.685
H 6.748 -1.844 2.414
H 3.310 0.245 4.578
O -2.356 1.098 0.054
H 1.892 -4.727 0.813
N 0.734 3.806 3.464
H 0.860 -6.345 1.944
H -0.419 -1.528 3.933
H -2.448 -2.462 -2.746
C 2.184 -4.071 -2.417
H -3.729 1.840 -1.317
H 2.112 -4.968 -1.821
H -4.317 0.474 -0.326
C -5.734 -2.182 -0.737
H 0.776 1.367 -4.158
C -2.197 -4.069 2.365
C -4.570 -2.216 -2.837
C -2.576 2.159 0.950
C 1.028 -4.062 0.680
C -0.419 4.465 3.012
C 2.427 -4.161 -3.779
H 4.686 1.331 2.660
H 2.662 -3.099 -5.623
N 4.095 1.228 1.848
H 2.077 -0.692 -2.122
O -0.194 2.090 1.359
C -3.366 -2.369 -2.175
C 1.362 7.245 4.170
H 2.607 -2.860 2.652
H -6.694 -1.997 -2.638
C 0.018 -8.960 -0.014
H -3.130 0.184 -1.604
Br -0.831 -0.263 -3.096
C -3.003 -3.050 4.393
H -3.354 -3.148 5.408
C 2.094 0.081 2.834
C 0.497 -6.871 1.073
C 0.830 6.023 3.771
C 1.516 4.812 4.027
H -0.842 -6.368 -1.996
H -1.910 -4.954 1.819
H -1.896 -4.741 -0.815
Br 0.386 2.322 -1.846
C -2.621 -4.177 3.682
N -0.356 5.750 3.151
H 5.396 2.074 0.371
C 1.484 -0.776 4.757
C 0.509 -8.256 1.071
H -2.658 -5.149 4.147
C -0.481 -8.270 -1.105
Pr -0.001 -0.155 0.194
C -0.476 -6.886 -1.122
H 0.741 2.855 3.803
H -6.655 -2.134 -0.174
H -0.869 -8.810 -1.954
C 2.498 -3.018 -4.560
C -1.038 -4.062 -0.723
N 0.895 -0.476 2.622
H 3.007 8.141 5.177
H 0.447 2.765 1.665
C 2.564 7.217 4.842
H -3.236 -0.913 4.352
N 2.466 -0.077 4.127
C 3.225 6.016 5.115
Br -5.653 4.568 2.337
C -0.103 1.476 -3.524
H -0.742 -3.754 -1.747
C -3.933 3.837 2.025
H -4.592 -2.158 -3.914
N 0.019 -4.753 -0.052
C 0.518 -1.016 3.819
H -0.871 2.080 -4.004
H 2.454 -0.878 -4.591
H -2.413 -0.687 2.024
C -2.487 -1.675 2.498
C -3.453 0.894 -0.846
C 2.366 -1.764 -3.980
C -3.818 2.724 1.193
C 2.720 4.794 4.709
C 5.794 -1.992 1.931
C 5.680 -1.829 0.559
H 0.830 8.159 3.965
H 4.153 6.042 5.664
H 2.572 -5.130 -4.232
C -2.138 -2.815 1.767
H -2.875 5.294 3.203
C 3.391 1.335 -0.213
H 1.529 -1.036 5.793
H 0.895 -8.785 1.930
C -3.336 -2.409 -0.778
C -2.814 4.402 2.602
P 1.689 -2.485 -0.082
C 3.463 -2.554 2.064
C -1.566 3.811 2.408
C 0.011 -6.170 -0.030
C 2.142 -1.666 -2.621
C -2.934 -1.793 3.802
C 4.451 1.626 0.598
H -4.718 2.343 0.748
H 4.374 -1.884 -1.132
C 4.456 -2.008 -0.062
H -4.522 -2.301 1.012
C -5.756 -2.124 -2.121
H 6.546 -1.575 -0.031
C -4.528 -2.295 -0.066
*
```

Molecular formula: C32H29HgN2O4P2
Method: DFT, ωB97M-V/def2-TZVPD

Properties
LUMO energy (alpha / beta) ... 0.37 / -1.10 eV
Energy ... -2483.4518 hartree
ΔE to the lowest compared entry with this formula, charge and spin ... 0.0 kcal per mole
HOMO (alpha / beta) ... -6.81 / -8.33 eV
<S²> ... 0.75
Kohn-Sham gap (alpha / beta) ... 0.2640 / 0.2655 Ha

```
! RIJCOSX wB97M-V def2-TZVPD def2/J DEFGRID3
* xyz 0 2
H -2.840 -4.166 2.744
C -4.495 3.823 0.741
C 4.537 -3.329 -1.790
H 4.288 0.002 1.194
H -1.610 -5.053 4.699
C 2.542 -2.806 0.056
P -0.213 -0.063 2.350
C 3.999 -4.367 -1.043
O -1.478 3.905 -0.437
H 2.428 -1.353 2.421
C -1.990 3.498 3.121
H 5.278 0.706 -0.786
H 4.514 -1.231 -2.203
H 0.261 -3.758 5.664
C 2.634 -0.286 2.550
C 1.395 0.455 3.070
P 2.429 -0.087 -0.337
C 4.411 2.939 -3.172
C 4.094 -2.027 -1.603
H -2.182 -2.004 1.750
C -1.356 1.170 3.039
H 1.484 1.523 2.863
H 6.287 2.353 -2.302
C 3.243 0.313 1.277
H -4.359 -0.658 0.013
C -1.661 -2.383 2.624
H 1.725 -2.618 0.745
C -2.763 1.955 -0.121
C 0.069 -2.142 4.271
H -2.665 -0.183 4.082
O -5.610 3.947 1.199
H 5.303 -3.532 -2.526
H 4.347 -5.380 -1.192
C -4.000 2.464 0.363
H 4.859 3.668 -3.835
C -1.334 -4.097 4.273
O -3.702 4.849 0.520
H 1.384 1.713 -2.282
C -0.620 -1.631 3.174
H -2.824 4.558 0.093
N -2.826 0.642 -0.265
H -4.214 1.586 4.806
C -1.127 2.504 2.693
C 4.644 1.271 -1.458
H -0.294 2.765 2.048
H -1.816 4.524 2.828
C 3.262 1.066 -1.465
H -3.800 3.941 4.184
Hg -0.310 -0.444 -0.400
H 3.241 1.404 1.346
H 0.888 -1.591 4.712
C -2.025 -3.599 3.175
H 1.316 0.369 4.156
C -1.462 2.660 -0.433
C -3.104 3.169 3.882
H 2.408 3.344 -3.822
H 2.554 -4.909 0.450
O -0.442 1.948 -0.615
C 2.996 -4.103 -0.120
C 5.215 2.200 -2.311
N -4.069 0.300 0.096
C 3.039 2.754 -3.170
C -4.806 1.357 0.471
C 2.461 1.823 -2.317
C 3.102 -1.749 -0.666
C -2.472 0.847 3.805
C -3.342 1.846 4.220
H -5.829 1.279 0.797
H 3.399 -0.230 3.327
C -0.285 -3.371 4.814
*
```

Molecular formula: C5H8N2
Method: DFT, ωB97M-V/def2-TZVPD

Properties
LUMO energy ... 0.23 eV
Energy ... -304.6782 hartree
ΔE to the lowest compared entry with this formula, charge and spin ... 98.7 kcal per mole
HOMO ... -8.57 eV
Kohn-Sham gap ... 0.3235 Ha

```
! RIJCOSX wB97M-V def2-TZVPD def2/J DEFGRID3
* xyz 0 1
H 0.759 -0.168 2.445
C 0.921 -0.997 1.749
H 0.927 2.499 -0.486
H 0.595 -1.921 2.233
C -0.454 -1.601 -0.433
N -0.629 0.480 -1.169
H -0.446 2.631 -1.659
C -0.943 -0.791 -1.458
H -0.558 -2.674 -0.352
N 0.048 0.503 -0.007
C -0.121 2.299 -0.678
H -1.496 -1.049 -2.352
H 2.000 -1.072 1.570
H -0.783 2.602 0.123
C 0.180 -0.743 0.474
*
```

Molecular formula: C16H25NO
Method: DFT, ωB97M-V/def2-TZVPD

Properties
LUMO energy ... 0.87 eV
Energy ... -754.6621 hartree
ΔE to the lowest compared entry with this formula, charge and spin ... 26.5 kcal per mole
HOMO ... -8.07 eV
Kohn-Sham gap ... 0.3284 Ha

```
! RIJCOSX wB97M-V def2-TZVPD def2/J DEFGRID3
* xyz 0 1
O -2.452 -0.200 1.448
H 1.105 1.167 -1.323
C 2.940 0.076 -1.188
C -2.419 -1.132 -0.800
H 0.293 -2.839 0.167
H 0.243 3.020 -0.459
C -1.500 2.272 0.613
H 0.778 -0.413 2.038
C -2.844 -1.443 1.969
H -0.145 3.873 1.032
H 0.683 1.995 2.236
C 1.698 1.056 0.746
H 0.090 -0.337 0.410
H -3.811 -1.764 1.569
H -2.934 -1.295 3.045
H -2.773 -2.094 -0.464
H 0.964 -2.925 1.801
C -2.162 -0.944 -2.148
C -1.724 0.281 -2.609
H -2.093 -2.216 1.774
C -1.750 1.150 -0.352
C 1.911 -1.456 0.523
C -0.075 2.878 0.573
H -2.314 -1.764 -2.835
H 2.928 -2.080 -1.276
C -1.529 1.317 -1.710
H 3.879 0.118 -0.631
H 2.507 2.175 -0.907
H 1.352 -1.328 -1.549
H -1.198 2.280 -2.071
H 2.652 1.044 1.299
C 1.212 -2.794 0.749
N 0.980 2.202 1.289
H 1.852 -3.619 0.443
C -2.222 -0.094 0.103
C 2.025 1.210 -0.737
H -2.200 3.081 0.382
H 3.174 0.192 -2.248
H -1.534 0.434 -3.661
C 2.267 -1.273 -0.953
H -1.710 1.928 1.626
C 1.019 -0.301 0.976
H 2.837 -1.439 1.110
*
```